Computed, not measured: an isolated ion of composition C23H41Cl2N5O3PS and charge +1 at a distorted geometry, with wB97M-V/def2-TZVPD.

* charge: +1
* E_HOMO: -0.4245 Eh
* frontier orbital gap: 8.7 eV
* SMILES string: CCCCCCC[C@@]1(c2ccccc2)N[C@@](CON=O)([C@H](Cl)[C@@H](C)Cl)[C@](S)(P(N)O)[NH2+][C@H]1CNC
* largest force on an atom: 0.08981 Eh/bohr
* spin multiplicity: 1
* energy relative to the best compared isomer or geometry (same formula, charge and spin): 192.3 kcal/mol

XYZ file:
```
76
Properties=species:S:1:pos:R:3:lowdin_charge:R:1
C 1.84127 -2.06527 4.09187 -0.1628
C 2.50756 -0.78934 4.80061 -0.2520
C 2.46704 0.56302 3.93572 -0.2262
C 0.97475 1.10836 3.66951 -0.2166
C 0.87365 2.04581 2.37247 -0.1962
C -0.70133 2.33270 2.07043 -0.1847
C -1.46889 1.11406 1.39050 -0.1114
C -1.05527 0.82281 -0.17429 -0.3357
C -0.92209 2.21454 -0.95671 -0.0724
C -2.06420 2.80907 -1.86342 -0.0277
C -1.96182 4.17978 -2.58695 -0.0592
C -0.70014 5.06451 -2.46577 -0.0505
C 0.45050 4.51954 -1.58570 -0.0362
C 0.33655 3.15368 -0.86902 -0.0254
N 0.17001 0.00294 -0.08907 0.0203
C 0.59560 -0.71515 -1.37230 -0.3490
C 1.62053 0.31313 -2.10511 -0.1428
O 2.56755 0.94682 -1.20153 -0.1627
N 3.24136 1.94794 -1.81980 -0.0319
O 3.91613 2.49869 -1.00093 0.0526
C 1.44201 -1.95590 -0.71859 -0.5255
Cl 2.42672 -1.40655 0.79044 0.7072
C 2.56000 -2.66506 -1.55688 -0.7566
C 2.87814 -4.10577 -0.84397 -0.1449
Cl 2.37771 -3.07572 -3.29838 0.6269
C -0.59570 -1.12047 -2.35173 -0.6597
S -0.92052 -2.98656 -2.48613 0.7698
P -0.44594 -0.53369 -4.20759 0.8926
N -1.67992 -1.53284 -5.04094 -0.1809
O 0.98501 -0.91668 -4.96838 -0.3341
N -1.97222 -0.56312 -2.05840 -0.0166
C -2.26849 -0.09979 -0.67708 -0.1992
C -2.80660 -1.22330 0.32989 -0.1854
N -4.07650 -0.84435 1.04922 -0.1159
C -3.90102 -1.31429 2.46210 -0.1404
H 1.35841 -2.80771 4.82142 0.0762
H 1.06402 -1.78584 3.28220 0.0300
H 2.67199 -2.64057 3.53545 0.0599
H 3.61988 -1.04251 4.97159 0.1118
H 2.00864 -0.56823 5.80733 0.1093
H 3.00176 1.36740 4.57234 0.1183
H 3.04543 0.44097 2.94917 0.0873
H 0.62750 1.68593 4.60689 0.1239
H 0.28484 0.18025 3.61100 0.0903
H 1.33479 3.06173 2.67286 0.1274
H 1.43282 1.61562 1.47791 0.0765
H -1.17043 2.47471 3.12058 0.1221
H -0.86371 3.35005 1.54648 0.1136
H -1.25064 0.19640 2.06050 0.1026
H -2.59484 1.35966 1.41309 0.1358
H -3.05614 2.24635 -2.04065 0.0860
H -2.82863 4.59632 -3.21136 0.0985
H -0.66805 6.08746 -2.98581 0.1045
H 1.38475 5.17458 -1.48571 0.1059
H 1.23525 2.87116 -0.20672 0.0858
H -0.14996 -0.79586 0.50409 0.0890
H 2.27318 -0.27365 -2.85852 0.1163
H 1.06686 1.19348 -2.61250 0.1172
H 0.74365 -2.74650 -0.24421 0.0971
H 3.54781 -2.07551 -1.43423 0.1070
H 2.76365 -4.09370 0.28291 0.0649
H 3.85324 -4.54243 -1.23599 0.0901
H 2.04183 -4.80187 -1.24412 0.0788
H -1.22902 -3.32592 -1.15432 -0.0816
H -2.53191 -1.61257 -4.47402 0.0137
H -1.29047 -2.44776 -5.31011 0.0386
H 1.18987 -0.22661 -5.64810 0.0951
H -2.23212 0.24414 -2.68316 0.1270
H -2.70109 -1.27943 -2.28927 0.1321
H -3.17048 0.62524 -0.77197 0.1581
H -2.06672 -1.56375 1.12636 0.1111
H -3.03488 -2.16172 -0.31476 0.1187
H -4.82188 -1.40408 0.60614 0.1085
H -4.89146 -1.14357 3.01617 0.1020
H -3.59440 -2.42636 2.52213 0.0975
H -3.09482 -0.72885 3.03481 0.0863
```

Computed, not measured: C23H41ClP2Y as an isolated structure at a distorted geometry, with wB97M-V/def2-TZVPD.

* charge: +1
* E_HOMO: -0.2816 Eh
* frontier orbital gap: 4.8 eV
* largest force on an atom: 0.08919 Eh/bohr
* spin multiplicity: 1
* energy relative to the best compared isomer or geometry (same formula, charge and spin): 67.6 kcal/mol

XYZ file:
```
68
Properties=species:S:1:pos:R:3:lowdin_charge:R:1
Y -2.23826 -0.72538 0.20465 1.1602
C -0.62265 -2.35593 1.68129 -0.2647
C -0.80435 -1.16661 2.46402 -0.2703
C -2.88632 -2.11175 2.09291 -0.3573
C -1.91686 -2.92014 1.42970 -0.3228
C -2.20453 -0.99298 2.69321 -0.3284
C 0.67295 -3.06599 1.47213 -0.0200
H 1.24099 -2.66041 0.62650 0.0483
H 0.49839 -4.12301 1.24560 0.0827
H 1.32769 -3.01628 2.35950 0.0985
C -2.22077 -4.16269 0.67339 -0.0415
H -1.29007 -4.67697 0.39380 0.0763
H -2.79375 -3.96143 -0.24883 0.0546
H -2.80419 -4.86068 1.28720 0.0930
C -4.34459 -2.39348 2.09538 -0.0359
H -4.51572 -3.43528 2.39123 0.0941
H -4.78719 -2.29039 1.09145 0.0679
H -4.87102 -1.74501 2.80293 0.0819
C -2.83998 0.09149 3.49621 -0.0354
H -3.64459 -0.31337 4.12806 0.0891
H -3.29229 0.89014 2.87939 0.0756
H -2.11322 0.56333 4.17032 0.0791
C 0.26214 -0.36179 3.10309 -0.0331
H -0.02753 -0.03330 4.11035 0.0878
H 0.50804 0.55486 2.55132 0.0552
H 1.18423 -0.94569 3.20425 0.0811
C 2.67275 -1.73845 -1.36964 -0.0981
C 3.39043 -1.49427 -0.26588 -0.0981
C 3.32400 -0.21242 0.50785 -0.1716
C 3.38431 1.13979 -0.25138 -0.1463
C 2.05731 1.78563 -0.72059 -0.3873
C 0.84184 1.07216 -0.11180 -0.4605
C 0.60605 -0.37563 -0.60558 -0.2549
C 1.53129 -0.86784 -1.75924 -0.1816
H 4.19923 -0.19939 1.18359 0.1246
H 4.11231 1.11477 -1.07452 0.1184
H 2.44240 -0.21916 1.16872 0.0943
H 1.91881 0.03269 -2.29283 0.0334
H 2.89095 -2.55186 -2.07176 0.1166
H 4.05291 -2.26352 0.14048 0.1169
H 0.88315 -1.39336 -2.48848 0.1319
H 0.71760 -1.02972 0.26165 0.0549
H 0.88844 1.16071 0.98394 0.0799
H -0.43311 -0.55553 -1.02826 0.0343
H 3.76966 1.86626 0.49432 0.1250
H 2.08424 2.83407 -0.37981 0.1019
P 1.56225 2.03605 -2.48990 0.9571
C 1.68474 1.41283 -4.19706 -0.1560
C 2.51586 3.58881 -2.72999 -0.1670
P -0.81998 1.91168 -0.62147 0.6646
C -0.23883 2.18730 -2.34219 -0.3522
C -0.58259 3.58999 -0.00224 -0.2002
C -2.62653 1.72259 -0.78048 -0.3841
H 0.66851 1.18869 -4.54454 0.0676
H 2.34306 0.54537 -4.28745 0.0686
H 2.08961 2.23598 -4.79900 0.0559
H 2.51334 3.85259 -3.78274 0.0418
H 3.56313 3.42255 -2.40784 0.0809
H 2.08437 4.41572 -2.15965 0.0638
H -2.99497 2.56368 -1.38715 0.0511
H -3.12640 1.76369 0.20659 0.0459
H -2.94207 0.80787 -1.34345 -0.0505
H -0.71464 1.43586 -2.99219 0.0749
H -0.50356 3.19122 -2.71109 0.0861
H -1.36423 3.80279 0.73628 0.0570
H -0.69440 4.27412 -0.85656 0.0507
H 0.40073 3.75138 0.45725 0.0521
Cl -3.62850 -1.58695 -1.68500 -0.0582
```

Computed, not measured: C23H41FP2V as an isolated structure at a distorted geometry, with wB97M-V/def2-TZVPD.

* charge: +2
* E_HOMO (alpha / beta): -0.4709 / -0.4709 Eh
* expectation value of S²: 0.91
* frontier orbital gap (alpha / beta): 3.8 / 4.5 eV
* largest force on an atom: 0.07626 Eh/bohr
* spin multiplicity: 2
* energy relative to the best compared isomer or geometry (same formula, charge and spin): 0.0 kcal/mol

XYZ file:
```
68
Properties=species:S:1:pos:R:3:lowdin_charge:R:1
V -0.12637 -0.10267 0.07098 1.0885
C 1.00078 1.92254 -0.57374 -0.2043
C -0.41592 2.07112 -0.69049 -0.2461
C 0.10179 1.67667 1.55267 -0.2106
C 1.31745 1.64327 0.80088 -0.2006
C -0.98594 1.92661 0.63058 -0.2288
C 1.99958 2.22720 -1.63236 0.0037
H 1.61747 2.00089 -2.63425 0.0900
H 2.93417 1.66035 -1.48614 0.0991
H 2.27658 3.29610 -1.62826 0.1313
C 2.68181 1.46660 1.36664 0.0230
H 3.41835 1.28601 0.58482 0.0897
H 2.69808 0.61454 2.05286 0.1023
H 3.00548 2.35011 1.92932 0.1233
C -0.02608 1.54013 3.02317 0.0213
H 0.19384 2.48649 3.52233 0.1249
H 0.67199 0.79473 3.40445 0.1003
H -1.02937 1.24211 3.30659 0.0917
C -2.40631 2.13008 1.01018 0.0109
H -2.59236 3.18012 1.29262 0.1286
H -2.67657 1.50729 1.87792 0.1011
H -3.08849 1.88498 0.18801 0.0866
C -1.13996 2.55010 -1.88455 0.0092
H -1.29876 3.63512 -1.83890 0.1260
H -2.12398 2.08966 -1.98031 0.0893
H -0.58675 2.35348 -2.80554 0.0846
C 0.95144 -1.88479 -1.12913 -0.0945
C 0.83599 -0.86065 -2.04144 -0.1202
C -0.28164 -0.70383 -3.01350 -0.1414
C -1.71598 -1.04099 -2.50458 -0.1560
C -2.08754 -0.66684 -1.10527 -0.1166
C -1.94889 -1.52654 -0.00774 -0.1001
C -1.26278 -2.86016 -0.04828 -0.1502
C -0.00748 -3.03405 -0.95157 -0.1384
H -0.11770 -1.32952 -3.91341 0.1530
H -1.89684 -2.11278 -2.69831 0.0482
H -0.26304 0.33101 -3.39093 0.1021
H -0.32331 -3.44391 -1.92170 0.1107
H 1.90699 -1.96800 -0.57817 0.1445
H 1.72209 -0.24537 -2.22743 0.1166
H 0.58781 -3.83607 -0.47065 0.1443
H -0.97324 -3.12711 0.98541 0.1290
H -2.46140 -1.28034 0.93746 0.1482
H -1.97663 -3.64159 -0.36587 0.1385
H -2.40495 -0.49792 -3.17993 0.1421
H -2.76090 0.18979 -0.98113 0.1084
P -2.93613 -4.60114 -3.56862 0.7760
C -1.71238 -5.97917 -3.70573 -0.3269
C -3.41618 -4.62264 -5.35901 -0.3049
P -5.47617 -4.60171 -2.04793 0.7504
C -4.32401 -5.69601 -2.99737 -0.6175
C -6.88479 -4.63052 -3.25695 -0.3227
C -6.20649 -5.94716 -1.00940 -0.3344
H -1.42734 -6.31366 -2.70142 0.0306
H -0.82690 -5.60457 -4.23219 0.0321
H -2.14780 -6.81981 -4.26204 0.0499
H -3.55755 -5.65441 -5.70807 0.0488
H -2.60331 -4.16147 -5.93315 0.0340
H -4.33890 -4.05571 -5.52820 0.0333
H -6.56238 -6.78128 -1.63093 0.0484
H -7.05731 -5.53400 -0.45289 0.0376
H -5.46102 -6.31734 -0.29683 0.0302
H -3.94741 -6.50417 -2.35133 0.0505
H -4.85273 -6.15919 -3.84838 0.0569
H -7.76795 -4.21274 -2.75546 0.0395
H -7.12174 -5.65742 -3.56845 0.0458
H -6.66561 -4.02396 -4.14211 0.0260
F 0.56042 -1.09274 1.49634 -0.2866
```

Computed, not measured: a 4-piece molecular cluster, C23H41O13PS3 overall at a distorted geometry, with wB97M-V/def2-TZVPD.

* charge: 0
* E_HOMO: -0.3382 Eh
* frontier orbital gap: 8.4 eV
* SMILES string: CCOP(=O)(CCCC1=C(O)C(=O)OC1=O)OCC.O=S1(=O)CCCC1.O=S1(=O)CCCC1.O=S1(=O)CCCC1
* largest force on an atom: 0.19210 Eh/bohr
* spin multiplicity: 1

XYZ file:
```
81
Properties=species:S:1:pos:R:3:lowdin_charge:R:1
C -1.18763 4.24024 -1.77075 -0.1045
C -1.61714 2.65062 -1.77217 -0.2807
O -2.91798 2.36517 -1.14593 -0.2713
P -3.86782 1.23525 -2.06975 0.7813
O -4.97805 0.62806 -1.07579 -0.3942
C -2.88750 -0.21401 -2.83483 -0.2392
C -1.66457 -0.79430 -1.90964 -0.2207
C -2.12810 -1.39722 -0.45082 -0.1114
C -1.08721 -1.02815 0.78030 0.0263
C 0.37610 -0.75249 0.74165 -0.0495
O 1.27953 -0.76419 -0.41937 -0.0289
C 0.86983 -0.39301 2.26873 -0.1546
O 2.06255 0.15559 2.55461 0.0114
O -0.27505 -0.75582 3.11997 -0.0858
C -1.55186 -0.90304 2.34757 -0.1500
O -2.77209 -0.95940 2.91797 0.0327
O -4.78116 1.96934 -3.38521 -0.3054
C -5.41212 3.22940 -2.96190 -0.2866
C -6.88514 2.97371 -2.24729 -0.1156
H -1.35050 4.78775 -0.74824 0.1040
H -0.01359 4.27422 -1.97687 0.0366
H -1.69052 4.75669 -2.69397 0.0907
H -1.48980 2.21470 -2.85319 0.1198
H -0.80098 2.09279 -1.10296 0.1279
H -3.65802 -1.10049 -3.02720 0.1284
H -2.44437 0.13832 -3.87301 0.1057
H -0.78216 -0.01141 -1.83196 0.0974
H -1.20552 -1.71808 -2.51063 0.1283
H -2.21527 -2.58685 -0.49888 0.1368
H -3.19370 -1.02189 -0.09130 0.1205
H 1.49135 -1.69154 -0.73399 0.0851
H -5.62092 3.84821 -3.96106 0.1292
H -4.71454 3.89211 -2.29521 0.1171
H -6.75970 2.71813 -1.09825 0.0832
H -7.55430 2.19183 -2.82710 0.0924
H -7.45458 4.00622 -2.28843 0.0745
O -2.07555 -2.23291 5.45027 -0.2976
S -1.04123 -3.05107 4.85283 0.7112
O -0.21693 -2.58137 3.75721 -0.3232
C 0.01965 -3.65645 6.15040 -0.2295
C -0.63473 -4.95607 6.59482 -0.2275
C -1.05826 -5.66696 5.31034 -0.2230
C -1.74755 -4.63403 4.42039 -0.2195
H 0.09215 -2.91675 6.94951 0.1118
H 1.00700 -3.84091 5.71662 0.1096
H 0.04943 -5.56729 7.19061 0.1162
H -1.51865 -4.74138 7.20722 0.1222
H -0.16980 -6.05895 4.80052 0.1171
H -1.71922 -6.51472 5.51608 0.1158
H -1.57002 -4.83367 3.36061 0.1068
H -2.82242 -4.59046 4.61641 0.1107
O 2.86855 -4.42992 -3.49753 -0.3153
S 2.62399 -4.44638 -2.07063 0.6710
O 1.30310 -4.24897 -1.50782 -0.3354
C 3.31712 -5.94319 -1.39628 -0.2354
C 4.75438 -5.57364 -1.06091 -0.2253
C 4.68686 -4.18914 -0.41810 -0.2134
C 3.77154 -3.32546 -1.28430 -0.2209
H 3.24032 -6.75199 -2.12493 0.1116
H 2.75416 -6.19511 -0.49259 0.1111
H 5.21326 -6.30920 -0.39382 0.1189
H 5.35393 -5.52668 -1.97785 0.1226
H 4.26596 -4.27570 0.59100 0.1226
H 5.67975 -3.73878 -0.32189 0.1196
H 3.21689 -2.59976 -0.68411 0.0852
H 4.33243 -2.80947 -2.06841 0.1148
O 0.60026 6.41317 -1.98354 -0.3281
S 1.76730 5.70836 -1.49629 0.6744
O 1.72673 4.31011 -1.11722 -0.3371
C 3.09800 5.94985 -2.65669 -0.2302
C 3.77772 7.22776 -2.18800 -0.2261
C 3.85778 7.12007 -0.66596 -0.2200
C 2.49021 6.65723 -0.16636 -0.2192
H 2.70119 6.02136 -3.67080 0.1124
H 3.77262 5.09234 -2.57537 0.1119
H 4.76715 7.34550 -2.63941 0.1182
H 3.17232 8.09887 -2.46566 0.1222
H 4.62014 6.38059 -0.39227 0.1203
H 4.14427 8.07170 -0.20745 0.1176
H 2.57867 6.02768 0.72266 0.1098
H 1.83204 7.50531 0.04159 0.1102
```